<one>
ORCA calculation (ωB97M-V with the def2-TZVPD basis set) on a 2-piece molecular cluster, C2H6NO overall.

Output
* highest occupied orbital energy: -14.98 eV
* orbital gap: 10.473 eV
* total charge: +1
* LUMO: -4.5 eV

```
10
Properties=species:S:1:pos:R:3:nbo_charge:R:1
C -1.862 -0.527 -0.112 0.50
C 0.241 -0.590 0.105 -0.34
N 0.425 0.835 -0.068 -0.70
O -2.055 0.609 0.100 -0.47
H -2.495 -1.280 -0.536 0.22
H 0.159 -0.697 1.196 0.23
H 0.852 -1.229 -0.532 0.25
H 1.010 1.287 0.611 0.44
H -0.582 1.228 0.154 0.45
H 0.696 0.943 -0.996 0.44
```

***

<two>
ORCA calculation (ωB97M-V with the def2-TZVPD basis set) on an isolated ion of composition C2H6NO and charge +1.

Output
* SMILES: [NH3+]CC=O
* highest occupied orbital energy: -16.08 eV
* orbital gap: 12.084 eV
* total charge: +1
* LUMO: -4.0 eV

```
10
Properties=species:S:1:pos:R:3:nbo_charge:R:1
C -1.048 -0.029 0.819 0.44
C -0.118 -0.609 -0.246 -0.35
N 0.903 0.437 -0.475 -0.70
O -0.813 1.066 1.242 -0.48
H -1.886 -0.651 1.139 0.19
H 0.318 -1.541 0.119 0.27
H -0.691 -0.834 -1.147 0.27
H 0.905 0.813 -1.428 0.45
H 1.854 0.148 -0.230 0.45
H 0.576 1.199 0.208 0.47
```

***

The structure with the greatest stability is <two>.